No. 1
Entry from the Open Molecules 2025 dataset: a molecular structure, C4H8O3Sc (wB97M-V/def2-TZVPD).

Each line ends with the Mulliken charge.
CARTESIAN COORDINATES (ANGSTROEM)
1 C 1.675 1.941 0.905  -1.24
2 C 0.424 1.151 0.628  0.05
3 O 0.756 -0.244 0.916  -0.10
4 H 1.482 2.991 0.654  0.38
5 H 1.964 1.870 1.960  0.38
6 H 2.501 1.581 0.278  0.36
7 H 0.111 1.208 -0.421  0.26
8 H -0.401 1.403 1.303  0.33
9 Sc 1.827 -2.128 0.211  1.82
10 O -0.258 -1.094 0.534  -0.09
11 O -0.043 -1.792 -0.951  -0.22
12 C -1.319 -1.976 -1.327  0.19
13 C -2.123 -0.900 -1.092  -0.21
14 H -3.101 -1.072 -0.639  0.33
15 H -1.695 -2.995 -1.449  0.41
16 H -1.800 0.057 -1.508  0.35

Output
E_HOMO (spin up / spin down)	-23.715 / -22.886	eV
total charge	+3
ΔE to the lowest compared entry with this formula, charge and spin	148.76	kcal per mole
E	-31077.36133	eV

---

No. 2
Entry from the Open Molecules 2025 dataset: 12 unconnected molecules or ions with the total composition C41H76O27S7 (wB97M-V/def2-TZVPD).

Each line ends with the Mulliken charge.
CARTESIAN COORDINATES (ANGSTROEM)
1 C 19.281 13.634 13.405  -0.25
2 O 18.430 13.938 14.545  -0.46
3 H 19.118 14.294 12.553  -0.06
4 H 20.312 13.708 13.752  0.36
5 H 19.140 12.613 13.053  0.15
6 H 18.476 14.889 14.671  0.54
7 C 11.134 13.840 18.495  -0.25
8 C 9.899 14.653 18.040  -0.20
9 O 9.072 13.667 17.452  -0.43
10 C 9.523 12.402 17.689  0.59
11 O 8.880 11.355 17.484  -0.63
12 O 10.759 12.481 18.277  -0.15
13 H 11.333 13.957 19.561  0.47
14 H 12.050 14.190 18.021  0.14
15 H 10.147 15.473 17.365  0.16
16 H 9.333 15.033 18.890  0.33
17 C 13.877 15.428 13.315  0.58
18 C 14.750 14.119 13.217  0.61
19 O 13.930 13.152 13.822  0.41
20 C 13.185 13.808 14.767  -0.32
21 O 12.513 13.231 15.631  -0.26
22 O 13.230 15.090 14.537  -0.26
23 H 13.230 15.592 12.453  -0.60
24 H 14.438 16.361 13.370  0.06
25 H 15.704 14.335 13.698  -0.19
26 H 14.932 13.826 12.183  0.10
27 C 17.361 16.234 11.304  0.22
28 C 17.241 17.671 10.925  -0.05
29 O 15.903 17.715 10.529  -0.30
30 C 15.496 16.473 10.197  0.43
31 O 14.337 16.183 9.896  -0.36
32 O 16.352 15.594 10.645  -0.25
33 H 17.246 16.004 12.363  -0.24
34 H 18.256 15.765 10.893  0.36
35 H 17.934 18.022 10.160  0.24
36 H 17.476 18.216 11.839  -0.04
37 C 11.626 9.328 15.132  0.10
38 C 11.322 10.292 13.986  0.52
39 O 11.637 9.564 12.865  -0.12
40 C 11.829 8.242 13.223  0.47
41 O 12.124 7.341 12.420  -0.61
42 O 11.512 8.069 14.514  -0.41
43 H 10.807 9.525 15.823  0.34
44 H 12.550 9.551 15.665  -0.29
45 H 11.958 11.147 14.214  0.01
46 H 10.287 10.614 14.094  -0.10
47 C 11.377 17.990 10.019  0.59
48 C 10.066 17.659 9.382  -0.54
49 C 9.700 18.637 8.247  -0.85
50 S 10.512 20.223 8.754  1.12
51 O 9.510 21.231 9.085  -0.66
52 O 11.456 20.466 7.645  -0.67
53 C 11.342 19.521 10.259  -0.73
54 H 12.261 17.816 9.406  0.15
55 H 11.543 17.314 10.857  -0.55
56 H 9.419 17.650 10.259  0.18
57 H 10.028 16.618 9.063  0.39
58 H 8.614 18.732 8.279  0.39
59 H 9.921 18.355 7.217  0.42
60 H 10.644 19.761 11.062  0.19
61 H 12.264 20.085 10.399  0.60
62 C 12.589 9.512 19.889  -0.86
63 C 13.311 9.553 18.579  -0.32
64 C 13.797 10.944 18.218  0.27
65 S 14.256 11.632 19.817  1.14
66 O 14.092 13.102 19.847  -0.66
67 O 15.430 11.029 20.434  -0.70
68 C 12.778 10.867 20.565  -0.50
69 H 13.242 8.864 20.473  0.30
70 H 11.647 8.980 19.760  0.46
71 H 12.566 9.201 17.865  -0.03
72 H 14.195 8.916 18.562  0.34
73 H 13.012 11.511 17.718  -0.43
74 H 14.691 11.048 17.603  0.50
75 H 11.859 11.417 20.364  -0.04
76 H 12.742 10.786 21.652  0.64
77 C 7.735 13.593 12.382  -0.25
78 C 8.278 13.170 13.789  -0.74
79 C 9.562 13.909 14.123  0.57
80 S 9.385 15.522 13.140  1.01
81 O 10.397 15.544 12.072  -0.22
82 O 9.317 16.633 14.105  -0.80
83 C 7.788 15.181 12.393  -0.93
84 H 6.771 13.128 12.180  0.52
85 H 8.553 13.206 11.774  -0.15
86 H 8.490 12.101 13.799  0.37
87 H 7.481 13.265 14.526  0.28
88 H 10.545 13.517 13.864  -0.44
89 H 9.625 14.307 15.136  -0.09
90 H 7.622 15.739 11.471  0.40
91 H 7.189 15.548 13.226  0.48
92 C 16.980 10.893 11.826  -0.21
93 C 16.020 9.841 11.258  -0.97
94 C 14.873 9.662 12.317  -0.07
95 S 15.696 9.736 13.927  0.82
96 O 16.068 8.346 14.143  -0.77
97 O 14.827 10.450 14.903  -0.36
98 C 17.216 10.726 13.379  -0.60
99 H 16.674 11.862 11.430  -0.24
100 H 17.926 10.897 11.284  0.64
101 H 16.452 8.841 11.296  0.43
102 H 15.675 10.147 10.270  0.40
103 H 14.264 8.765 12.202  0.47
104 H 14.208 10.519 12.214  -0.25
105 H 18.148 10.242 13.673  0.50
106 H 17.145 11.732 13.791  0.13
107 C 19.212 19.733 16.146  -0.68
108 C 18.514 18.968 17.257  -0.77
109 C 17.262 18.205 16.737  -0.44
110 S 17.731 17.785 14.979  1.19
111 O 16.472 17.842 14.146  -0.56
112 O 18.555 16.571 14.967  -1.03
113 C 18.879 19.198 14.775  -0.78
114 H 20.283 19.577 16.280  0.20
115 H 19.039 20.803 16.258  0.40
116 H 18.202 19.681 18.019  0.42
117 H 19.087 18.169 17.728  0.32
118 H 16.419 18.896 16.766  -0.07
119 H 16.899 17.252 17.124  0.61
120 H 18.244 19.923 14.266  0.35
121 H 19.719 18.945 14.128  0.55
122 C 11.580 11.243 10.169  0.50
123 C 10.927 12.559 9.669  -0.86
124 C 12.070 13.601 9.473  0.07
125 S 13.630 12.588 9.006  0.87
126 O 14.671 12.821 9.972  -0.44
127 O 13.947 12.660 7.577  -0.76
128 C 12.764 10.922 9.313  -1.05
129 H 10.841 10.443 10.216  0.62
130 H 11.938 11.419 11.184  -0.57
131 H 10.005 12.903 10.136  -0.07
132 H 10.708 12.344 8.624  0.46
133 H 12.373 14.003 10.440  -0.51
134 H 11.964 14.391 8.730  0.78
135 H 13.476 10.159 9.628  0.40
136 H 12.334 10.687 8.340  0.43
137 C 12.017 20.230 13.795  -0.46
138 C 11.850 18.905 14.656  -0.06
139 C 13.199 18.880 15.422  -0.63
140 S 13.532 20.618 16.076  1.12
141 O 14.946 20.848 15.990  -0.60
142 O 12.802 20.806 17.341  -0.69
143 C 12.614 21.357 14.664  -0.85
144 H 11.089 20.419 13.256  0.44
145 H 12.740 19.900 13.049  0.15
146 H 11.798 18.018 14.025  -0.27
147 H 11.052 18.816 15.392  0.39
148 H 14.071 18.681 14.799  0.04
149 H 13.113 18.233 16.296  0.67
150 H 13.396 21.924 14.158  0.42
151 H 11.890 22.023 15.132  0.36

Output
SMILES	O=S1(=O)CCCC1.O=S1(=O)CCCC1.O=S1(=O)CCCC1.O=S1(=O)CCCC1.O=S1(=O)CCCC1.O=S1(=O)CCCC1.O=S1(=O)CCCC1.O=C1OCCO1.O=C1OCCO1.O=C1OCCO1.O=C1OCCO1.CO
E_HOMO	-10.205	eV
total charge	0
ΔE to the lowest compared entry with this formula, charge and spin	65.72	kcal per mole
E	-174872.24940	eV

---

No. 3
Entry from the Open Molecules 2025 dataset: 4 unconnected molecules or ions with the total composition C24H37BF3N2O13P2 (wB97M-V/def2-TZVPD).

Each line ends with the Mulliken charge.
CARTESIAN COORDINATES (ANGSTROEM)
1 C -3.573 -2.389 1.110  -1.05
2 N -2.608 -2.686 2.179  0.15
3 C -2.765 -4.062 2.651  -1.08
4 B -1.235 -2.487 1.670  0.37
5 O -0.720 -3.431 0.768  -0.38
6 C -0.368 -1.244 2.066  0.64
7 O -0.849 -0.554 3.196  -0.31
8 P 0.341 0.545 3.889  -0.39
9 C -0.200 1.949 2.725  -0.69
10 C -0.602 3.192 3.519  -0.76
11 C 0.142 4.448 3.188  0.28
12 O 0.473 5.287 3.989  -0.59
13 N 0.471 4.641 1.777  0.17
14 C 0.174 5.900 1.234  -0.01
15 C 1.150 6.693 0.639  -0.48
16 C 0.811 7.895 0.042  -0.61
17 C -0.506 8.333 0.040  -0.49
18 C -1.479 7.554 0.653  -0.72
19 C -1.149 6.351 1.240  0.17
20 O 1.518 -0.044 2.657  -0.47
21 C 1.150 -1.330 2.304  -0.32
22 P 2.329 -2.084 1.113  -0.22
23 C 1.641 -1.838 -0.590  -0.26
24 C 2.152 -3.887 1.432  -0.66
25 H -3.153 -2.456 0.097  0.25
26 H -3.975 -1.381 1.230  0.24
27 H -4.401 -3.098 1.144  0.36
28 H -2.688 -4.811 1.850  0.23
29 H -3.745 -4.177 3.120  0.37
30 H -2.008 -4.290 3.401  0.31
31 H -0.687 -3.059 -0.120  0.02
32 H -0.488 -0.534 1.208  -0.03
33 H -0.584 0.957 4.923  0.08
34 H 1.359 1.439 4.439  0.03
35 H 0.817 -0.518 4.767  0.03
36 H 0.645 2.144 2.068  0.42
37 H -1.008 1.592 2.086  0.23
38 H -0.436 3.013 4.586  0.46
39 H -1.671 3.390 3.402  0.22
40 H 1.432 4.379 1.600  0.33
41 H 2.184 6.369 0.641  0.36
42 H 1.576 8.495 -0.433  0.38
43 H -0.768 9.271 -0.431  0.39
44 H -2.510 7.881 0.642  0.38
45 H -1.921 5.750 1.703  0.41
46 H 1.253 -1.995 3.189  0.35
47 H 2.430 -1.441 -1.226  0.51
48 H 1.335 -2.802 -1.005  -0.60
49 H 0.772 -1.180 -0.609  0.36
50 H 3.068 -4.244 1.897  0.46
51 H 1.313 -4.103 2.091  0.24
52 H 1.989 -4.433 0.502  -0.08
53 C -0.072 -6.444 -3.413  -0.25
54 C 0.297 -5.902 -2.045  0.15
55 O -0.249 -4.597 -2.093  -0.11
56 C -1.311 -4.609 -2.945  0.55
57 O -2.119 -3.749 -3.025  -0.51
58 O -1.294 -5.742 -3.682  -0.38
59 F 1.627 -5.801 -1.843  -0.25
60 H 0.680 -6.179 -4.156  0.15
61 H -0.241 -7.516 -3.425  0.31
62 H -0.136 -6.452 -1.208  0.29
63 C -1.335 4.718 -1.692  -0.24
64 C -1.689 3.746 -2.801  0.35
65 O -2.969 4.197 -3.206  -0.33
66 C -3.055 5.527 -2.921  0.60
67 O -3.892 6.251 -3.343  -0.54
68 O -2.045 5.893 -2.108  -0.24
69 F -1.779 2.467 -2.372  -0.26
70 H -1.717 4.375 -0.731  0.17
71 H -0.273 4.923 -1.604  0.24
72 H -1.017 3.775 -3.661  0.25
73 C 4.409 -3.075 -3.472  -0.48
74 C 2.990 -2.871 -3.963  0.81
75 O 2.692 -4.131 -4.544  -0.33
76 C 3.455 -5.072 -3.917  0.74
77 O 3.245 -6.235 -3.952  -0.51
78 O 4.429 -4.479 -3.199  -0.34
79 F 2.904 -1.910 -4.913  -0.33
80 H 5.125 -2.847 -4.263  0.29
81 H 4.651 -2.511 -2.576  0.32
82 H 2.261 -2.659 -3.178  -0.11

Output
E_HOMO	-4.617	eV
total charge	-1
E	-82493.53278	eV

---

No. 4
Entry from the Open Molecules 2025 dataset: C19H26N4O3 in the gas phase (wB97M-V/def2-TZVPD).

Each line ends with the Mulliken charge.
CARTESIAN COORDINATES (ANGSTROEM)
1 C 0.072 -1.813 -5.685  -1.34
2 H 1.094 -1.986 -6.010  0.29
3 H -0.589 -2.014 -6.525  0.41
4 H -0.034 -0.770 -5.400  0.30
5 C -0.307 -2.715 -4.515  -0.57
6 N 0.343 -2.316 -3.277  0.49
7 C -0.206 -2.966 -2.097  -1.29
8 H 0.347 -3.875 -1.820  0.31
9 C -0.221 -2.005 -0.902  -0.80
10 C -1.007 -0.745 -1.242  -0.71
11 N -0.915 0.201 -0.163  -0.05
12 C -1.458 1.403 -0.126  0.44
13 C -1.288 2.222 1.011  -0.42
14 C -0.514 1.725 2.128  1.52
15 O 0.034 0.619 2.161  -0.85
16 N -0.367 2.545 3.239  0.27
17 C -0.880 3.821 3.359  0.44
18 O -0.730 4.511 4.337  -0.62
19 N -1.590 4.237 2.265  -0.05
20 C -1.862 3.550 1.088  0.54
21 O -2.541 4.123 0.255  -0.73
22 H -1.989 5.167 2.325  0.25
23 C 0.382 2.039 4.352  -0.27
24 C 1.564 2.660 4.720  -0.02
25 C 2.277 2.177 5.803  -0.79
26 C 1.817 1.076 6.505  -0.39
27 C 0.637 0.458 6.128  -0.80
28 C -0.089 0.940 5.053  -0.01
29 H -1.011 0.467 4.754  0.37
30 H 0.275 -0.400 6.675  0.36
31 H 2.377 0.700 7.348  0.40
32 H 3.196 2.662 6.097  0.36
33 H 1.914 3.518 4.168  0.38
34 C -2.239 1.815 -1.327  -1.73
35 H -1.602 1.760 -2.209  0.40
36 H -2.625 2.822 -1.219  0.40
37 H -3.069 1.125 -1.474  0.37
38 H -0.378 -0.056 0.678  0.53
39 H -2.057 -1.000 -1.432  0.23
40 H -0.595 -0.323 -2.166  0.37
41 H -0.668 -2.509 -0.044  0.52
42 H 0.798 -1.725 -0.634  0.33
43 H -1.235 -3.264 -2.312  0.51
44 C 1.796 -2.323 -3.317  -0.79
45 C 2.462 -3.650 -3.700  -1.08
46 H 2.128 -4.457 -3.052  0.26
47 H 2.240 -3.918 -4.730  0.26
48 H 3.540 -3.554 -3.598  0.42
49 H 2.146 -2.025 -2.326  0.32
50 H 2.113 -1.548 -4.019  0.41
51 H -1.384 -2.624 -4.349  0.45
52 H -0.101 -3.766 -4.780  0.38

Output
SMILES	CCN(CC)CCCN/C(C)=C1/C(=O)NC(=O)N(c2ccccc2)C1=O
E_HOMO	-8.558	eV
total charge	0
ΔE to the lowest compared entry with this formula, charge and spin	16.49	kcal per mole
E	-32229.84739	eV